A structure of composition C48H53BrN3OScSi4. Source: the Open Molecules 2025 dataset; level of theory: the ωB97M-V functional and the def2-TZVPD basis.

The geometry in XYZ format:
```
111
Properties=species:S:1:pos:R:3:forces:R:3
Sc 0.07333 -0.17402 -0.11499 0.34 -0.77 -0.20
Br -7.47550 1.36794 -1.28769 -0.02 0.01 0.00
C -5.64794 0.89235 -1.19657 0.04 -0.02 0.01
C -4.67691 1.78573 -1.65133 0.01 -0.01 0.01
C -3.34024 1.45573 -1.58967 -0.06 0.01 -0.04
C -2.93603 0.21704 -1.08115 0.11 -0.22 0.04
O -1.65648 -0.10138 -1.01644 -0.54 0.61 0.13
C -3.92536 -0.67871 -0.60603 0.00 -0.18 0.08
C -3.58306 -1.92331 0.05880 0.08 0.19 -0.15
N -2.37765 -2.33981 0.14598 0.12 -0.25 -0.09
C -1.28750 -4.39990 -0.37975 0.05 0.14 0.01
C -2.43814 -5.15831 -0.98757 0.02 -0.04 0.01
C -2.20203 -5.83800 -2.13264 -0.06 -0.03 0.01
C -1.03008 -5.62486 -2.90685 0.02 0.00 0.03
C -0.33855 -4.43346 -2.70062 0.01 0.04 0.02
C 0.52217 -3.83701 -3.65792 -0.02 -0.04 -0.02
C 0.88435 -2.52182 -3.54172 0.02 0.06 -0.01
C 0.45958 -1.80042 -2.43049 0.02 -0.01 0.02
N -0.18358 -2.37634 -1.40939 0.09 -0.09 0.04
C -0.56327 -3.65743 -1.50373 -0.03 -0.09 0.07
C -5.27926 -0.32090 -0.67010 -0.01 0.02 -0.01
H -4.97668 2.74692 -2.04679 0.00 0.00 0.00
H -2.57938 2.14948 -1.92410 0.01 0.00 0.01
H -4.36311 -2.50113 0.54697 -0.01 0.01 -0.04
H -3.34967 -5.28611 -0.41456 -0.01 0.04 -0.02
H -2.95449 -6.52412 -2.50887 0.01 0.00 0.00
H -0.86944 -6.17758 -3.82259 0.00 0.01 -0.01
H 0.80906 -4.40887 -4.53250 0.00 0.00 0.00
H 1.46405 -2.03124 -4.31387 -0.01 0.02 0.01
H 0.62355 -0.72192 -2.40244 0.08 0.02 0.08
H -6.02966 -1.00673 -0.29722 -0.01 0.01 0.00
C -1.07102 0.25784 4.71185 0.04 0.01 -0.01
Si -1.51278 -0.24063 2.94780 0.04 -0.03 -0.02
C -2.08950 1.28195 1.99861 0.00 0.08 0.02
C -3.06528 -1.27294 3.22330 -0.07 -0.03 -0.02
C -0.12833 -1.07768 2.00701 0.10 0.01 -0.18
Si -0.24328 -2.93934 1.89832 -0.03 0.16 0.03
C 1.33928 -3.73551 1.26246 -0.02 -0.04 0.00
C -1.74324 -3.48479 0.77134 0.01 0.03 0.05
C -0.55197 -3.84143 3.51942 -0.05 -0.01 0.02
Si 1.55411 -0.60555 2.61726 0.01 0.07 0.00
C 2.21106 -1.45962 4.15278 -0.03 -0.01 0.02
C 1.83067 1.24579 2.82592 -0.08 0.01 0.02
C 2.77251 -0.97041 1.19159 0.08 0.02 0.00
C 4.10012 -1.32435 1.40593 -0.03 0.01 0.01
C 4.96242 -1.47983 0.33545 0.03 -0.01 -0.01
C 4.48171 -1.26045 -0.94387 0.01 -0.01 0.01
C 3.15734 -0.90526 -1.09666 -0.02 -0.03 0.03
N 2.31173 -0.77538 -0.06791 0.08 0.12 0.16
H -1.98386 0.58894 5.21433 0.00 0.02 -0.01
H -0.35035 1.07077 4.78431 0.06 0.02 0.01
H -0.67993 -0.58902 5.28083 -0.02 -0.03 -0.01
H -2.93265 1.04042 1.34559 0.02 0.01 0.04
H -1.31985 1.74463 1.37073 0.04 0.00 0.00
H -2.42140 2.07610 2.67262 -0.03 -0.02 0.02
H -3.76080 -0.64340 3.78612 -0.01 0.01 -0.01
H -2.88910 -2.16608 3.82176 -0.01 0.02 0.02
H -3.57672 -1.56842 2.30911 0.03 0.04 0.19
H 1.71138 -3.31467 0.33131 0.01 -0.01 -0.05
H 1.19167 -4.80548 1.10638 -0.02 -0.01 0.04
H 2.12047 -3.63715 2.02095 0.01 0.02 -0.03
H -1.67722 -1.86505 -0.42326 -0.34 0.28 -0.22
H -2.47903 -3.99660 1.39777 0.02 -0.09 -0.06
H -0.57485 -5.12686 0.04853 0.00 0.00 -0.05
H 0.18422 -3.56917 4.27793 0.02 0.01 -0.01
H -0.45420 -4.91609 3.33797 -0.01 -0.01 0.02
H -1.54185 -3.66721 3.93943 0.02 -0.02 0.00
H 1.52829 -1.29175 4.98805 0.01 0.01 0.01
H 3.17756 -1.03517 4.43522 0.01 -0.01 0.00
H 2.33152 -2.53718 4.03530 0.00 0.00 -0.02
H 0.99319 1.77237 3.28031 -0.05 0.01 0.04
H 2.04336 1.72255 1.86505 -0.02 -0.02 0.01
H 2.70696 1.40681 3.46008 0.01 0.02 -0.03
H 4.44799 -1.48762 2.41763 0.00 0.01 0.00
H 5.99521 -1.76285 0.49444 0.00 0.00 0.00
H 5.11561 -1.35644 -1.81389 0.00 0.00 0.00
H 2.75649 -0.72169 -2.08259 -0.02 -0.02 -0.01
C 5.35597 3.49266 -0.07508 0.00 0.00 -0.01
C 4.98524 2.58888 -1.06248 0.00 0.01 0.03
C 3.64349 2.31641 -1.28109 0.01 0.01 -0.01
C 2.63152 2.92401 -0.53005 0.01 0.03 -0.05
C 3.03061 3.84250 0.44296 0.01 -0.01 0.03
C 4.37276 4.12335 0.67185 -0.01 -0.01 0.00
Si 0.82196 2.43319 -0.87980 0.05 -0.14 0.11
C 0.69868 2.57483 -2.77139 -0.01 -0.04 -0.06
C -0.03963 1.66551 -3.53266 -0.03 0.05 -0.01
C -0.13993 1.78121 -4.91574 0.01 0.02 0.02
C 0.50458 2.82010 -5.56757 0.01 0.00 -0.01
C 1.24745 3.73757 -4.83321 0.00 0.00 -0.01
C 1.34204 3.61325 -3.45580 0.03 -0.03 -0.02
C -0.23070 3.86627 -0.21155 -0.02 0.06 0.00
C -0.24718 4.16732 1.15506 -0.01 -0.01 0.00
C -0.99970 5.21397 1.66608 -0.01 -0.01 0.00
C -1.77732 5.98772 0.81466 0.00 0.00 0.02
C -1.78664 5.70619 -0.54279 0.00 -0.02 -0.01
C -1.01906 4.66233 -1.04626 -0.06 -0.03 0.00
H 6.40162 3.71230 0.10026 0.00 0.00 0.00
H 5.74257 2.10417 -1.66737 0.00 0.00 0.00
H 3.37485 1.63320 -2.08062 -0.01 0.00 0.00
H 2.28420 4.36029 1.03396 0.03 0.01 -0.03
H 4.64872 4.84337 1.43265 0.00 0.00 0.00
H -0.56032 0.85033 -3.04081 -0.05 0.07 -0.05
H -0.72019 1.06048 -5.47883 0.00 -0.01 0.00
H 0.43158 2.91703 -6.64352 0.00 0.00 0.00
H 1.75564 4.54989 -5.33833 0.00 0.00 0.00
H 1.93357 4.33259 -2.89902 -0.01 0.00 0.00
H 0.34274 3.56975 1.84283 -0.02 -0.02 0.02
H -0.98426 5.42272 2.72908 0.00 0.01 0.00
H -2.36981 6.80431 1.20744 0.00 0.00 0.00
H -2.38811 6.30444 -1.21638 0.00 0.00 0.00
H -1.03662 4.46894 -2.11324 0.03 0.00 -0.01
```
Positions in Å, forces in eV/Å.

**HOMO level**: -0.2054 Eh
**Molar mass**: 925.2 g mol⁻¹
**Total charge**: 0
**Electronic energy**: -179411.839 eV
**Multiplicity**: 1
**Kohn-Sham gap**: 4.90 eV

Results of the Löwdin charge analysis, in e, for atoms 1 through 99:
1. Sc 0.862
2. Br 0.743
3. C -0.689
4. C -0.088
5. C 0.022
6. C -0.302
7. O -0.225
8. C -0.114
9. C 0.013
10. N 0.063
11. C -0.262
12. C -0.109
13. C -0.146
14. C -0.105
15. C -0.190
16. C -0.023
17. C -0.069
18. C -0.223
19. N 0.031
20. C -0.149
21. C -0.073
22. H 0.110
23. H 0.114
24. H 0.153
25. H 0.085
26. H 0.098
27. H 0.084
28. H 0.112
29. H 0.108
30. H 0.054
31. H 0.114
32. C -0.173
33. Si 0.403
34. C -0.145
35. C -0.154
36. C -0.517
37. Si 0.504
38. C -0.152
39. C -0.242
40. C -0.155
41. Si 0.428
42. C -0.160
43. C -0.142
44. C -0.294
45. C -0.047
46. C -0.037
47. C -0.036
48. C -0.134
49. N -0.016
50. H 0.036
51. H 0.020
52. H 0.028
53. H 0.031
54. H -0.008
55. H 0.051
56. H 0.045
57. H 0.020
58. H 0.000
59. H 0.030
60. H 0.042
61. H 0.032
62. H 0.067
63. H 0.126
64. H 0.131
65. H 0.026
66. H 0.043
67. H 0.013
68. H 0.029
69. H 0.035
70. H 0.026
71. H 0.016
72. H 0.004
73. H 0.050
74. H 0.105
75. H 0.114
76. H 0.115
77. H 0.101
78. C -0.097
79. C -0.089
80. C -0.127
81. C -0.302
82. C -0.103
83. C -0.087
84. Si 0.726
85. C -0.311
86. C -0.124
87. C -0.082
88. C -0.093
89. C -0.084
90. C -0.102
91. C -0.291
92. C -0.146
93. C -0.086
94. C -0.094
95. C -0.087
96. C -0.099
97. H 0.098
98. H 0.100
99. H 0.090